# 1
ORCA calculation (ωB97M-V/def2-TZVPD) on a structure of composition C35H21Cl5F5N2O3PRuSTe in a non-equilibrium geometry.

The relative energy (zero: lowest compared OMol25 entry of this formula, charge and spin) is 0.0 kcal per mole. For the HOMO-LUMO gap (alpha / beta), the calculation gives 6.1 / 6.8 eV. The spin multiplicity is 2. As for the charge: -1. The calculation puts the total energy at -5584.384688 Eh. The max |F| comes out at 2.15 eV/Å.

XYZ file:
```
75
Properties=species:S:1:pos:R:3:forces:R:3:lowdin_spin:R:1
Ru -0.30641 -1.10248 -0.22157 2.1 0.4 -0.4 1.20
Cl -3.00678 -2.29711 0.11385 -0.2 0.0 0.3 0.04
C -2.91828 -1.43116 -1.38747 -0.1 0.0 -0.1 0.01
C -1.76077 -0.68032 -1.61367 -0.5 -0.1 -0.3 0.01
C -1.84470 0.11943 -2.76164 -0.1 0.1 0.0 0.00
Cl -0.62226 1.27384 -3.15104 0.1 0.1 0.1 0.00
C -2.94426 0.10535 -3.62532 0.1 0.1 0.0 0.00
Cl -2.97967 1.11267 -5.02931 0.0 0.0 0.0 0.00
C -4.03946 -0.70319 -3.36426 -0.2 0.0 -0.1 0.00
Cl -5.40374 -0.73178 -4.42347 0.0 0.0 0.0 0.00
C -4.03550 -1.47178 -2.21060 0.1 0.0 0.1 0.00
Cl -5.40235 -2.44499 -1.80379 0.0 0.0 0.0 0.00
N -0.29666 -1.97284 1.98877 -0.5 0.1 -0.1 0.04
N 1.00121 -2.14706 2.48793 0.1 -0.2 0.0 0.00
C 2.07202 -1.98937 1.56460 0.1 -0.1 0.1 0.00
O 3.16956 -2.40325 1.91464 0.0 0.1 0.0 0.00
O 1.75126 -1.37807 0.49811 0.0 0.2 0.1 0.02
H -0.82638 -1.37462 2.61613 0.0 0.0 0.0 0.00
H -0.78262 -2.85235 1.88032 0.0 -0.1 0.0 0.00
H 1.13723 -2.88185 3.16603 -0.1 -0.1 -0.1 0.00
F 1.42357 -8.07056 0.41683 0.0 0.0 0.0 0.00
C 0.97322 -6.85560 0.06859 -0.1 0.0 0.0 0.00
C 1.40607 -6.24030 -1.09101 0.0 0.1 -0.1 0.00
F 2.26978 -6.87965 -1.89025 0.0 0.0 0.0 0.00
C 0.95007 -4.98563 -1.43943 0.1 -0.2 0.0 0.00
F 1.35785 -4.51569 -2.62381 0.0 0.1 0.0 -0.01
C 0.04909 -4.22758 -0.65439 0.0 0.2 -0.4 0.00
O -0.34846 -3.05382 -1.06872 -0.1 -0.6 0.3 0.00
C -0.41453 -4.93757 0.46681 -0.1 -0.1 0.1 0.00
F -1.41381 -4.44091 1.25004 0.1 0.0 0.0 0.00
C 0.04251 -6.19297 0.83515 0.0 0.0 0.0 0.00
F -0.44669 -6.77396 1.94145 0.0 0.0 0.0 0.00
Te 1.44602 -1.35584 -2.47132 -0.6 0.1 0.5 -0.24
C 2.77658 0.24954 -2.66470 0.0 0.0 0.1 -0.02
C 3.91201 0.46251 -1.92637 0.0 0.0 0.0 -0.02
C 4.73608 1.49370 -2.44977 0.0 0.0 -0.1 0.00
C 4.21973 2.04978 -3.58615 0.1 0.0 0.1 -0.02
S 2.73041 1.32648 -4.00142 0.0 0.1 -0.1 0.00
H 4.13661 -0.12058 -1.04367 0.0 0.0 0.0 0.00
H 5.67362 1.80092 -2.00744 0.0 0.0 0.0 0.00
H 4.64697 2.83686 -4.18791 0.0 0.0 0.0 0.00
C -1.01516 1.60457 5.17656 0.0 0.0 0.0 0.00
C -0.03625 0.73725 4.71527 0.0 0.0 0.0 0.00
C 0.17054 0.57963 3.35221 0.0 0.1 0.1 0.00
C -0.59098 1.28905 2.42268 -0.2 0.0 0.0 0.00
C -1.57100 2.15928 2.90078 0.0 0.0 0.1 0.00
C -1.78036 2.31369 4.26530 0.0 0.0 0.0 0.00
P -0.28660 1.08238 0.61038 0.0 -0.2 -0.4 -0.02
C -1.60744 2.18320 -0.03019 0.0 0.0 0.0 0.00
C -1.42407 3.52052 -0.36528 0.0 0.0 0.0 0.00
C -2.47914 4.27803 -0.85802 0.0 0.0 0.0 0.00
C -3.73923 3.71550 -0.99345 0.0 0.0 0.0 0.00
C -3.94766 2.39900 -0.60272 0.0 0.0 0.0 0.00
C -2.88942 1.64423 -0.12388 0.0 0.0 0.0 0.00
C 1.25778 2.06478 0.41086 0.1 -0.1 0.3 0.00
C 2.15805 2.19023 1.46752 0.0 0.0 0.0 0.00
C 3.31148 2.95173 1.33905 0.0 0.0 0.0 0.00
C 3.57340 3.61929 0.15486 0.0 0.0 0.0 0.00
C 2.69821 3.48440 -0.91109 0.0 0.0 0.0 0.00
C 1.56803 2.69231 -0.79253 0.0 0.0 0.0 0.00
H -1.17928 1.72624 6.24006 0.0 0.0 0.0 0.00
H 0.57365 0.17599 5.41223 0.0 0.0 0.0 0.00
H 0.93521 -0.11068 3.02020 0.0 0.1 0.0 0.00
H -2.17862 2.72775 2.21147 0.0 0.0 0.0 0.00
H -2.54867 2.99298 4.61277 0.0 0.0 0.0 0.00
H -0.45520 3.98285 -0.24669 0.0 0.0 0.0 0.00
H -2.31047 5.30961 -1.13984 0.0 0.0 0.0 0.00
H -4.55756 4.29874 -1.39623 0.0 0.0 0.0 0.00
H -4.93033 1.95153 -0.68478 0.0 0.0 0.0 0.00
H -3.06278 0.61876 0.17636 0.0 0.0 0.0 0.00
H 1.96919 1.70137 2.41039 0.0 0.0 0.0 0.00
H 3.99947 3.02052 2.17201 0.0 0.0 0.0 0.00
H 4.46406 4.22697 0.05339 0.0 0.0 0.0 0.00
H 2.90544 3.97675 -1.85140 0.0 0.0 0.0 0.00
H 0.91760 2.57335 -1.63904 -0.1 0.0 -0.2 0.00
```
Positions in Å, forces in eV/Å.


# 2
ORCA calculation (ωB97M-V/def2-TZVPD) on a structure of composition C35H22F6GeMoN4O8Se in a non-equilibrium geometry.

The relative energy (zero: lowest compared OMol25 entry of this formula, charge and spin) is 5.4 kcal per mole. For the HOMO-LUMO gap (alpha / beta), the calculation gives 6.1 / 6.6 eV. The spin multiplicity is 2. As for the charge: +1. The calculation puts the total energy at -7313.499028 Eh. The max |F| comes out at 1.10 eV/Å.

XYZ file:
```
78
Properties=species:S:1:pos:R:3:forces:R:3:lowdin_spin:R:1
Mo 0.13437 -0.65610 0.23358 0.8 0.7 0.1 1.01
O 3.59808 3.84739 2.04487 0.0 -0.1 0.1 0.00
C 3.20374 3.13478 3.09416 -0.2 0.3 -0.2 0.00
O 3.39820 3.47953 4.22498 0.1 -0.1 0.1 0.00
C 2.41776 1.89244 2.82460 0.1 -0.3 0.1 0.00
C 1.94040 1.06629 3.83488 -0.1 -0.1 -0.3 0.00
N 1.22947 0.09128 3.25537 0.1 0.2 -0.2 0.00
N 1.20548 0.22374 1.91725 0.3 -0.2 0.6 0.00
C 1.93787 1.30735 1.65653 0.0 0.1 -0.1 0.00
C 1.98455 1.67198 0.22000 -0.1 0.4 0.1 0.01
O 2.64373 2.58543 -0.22059 0.0 -0.2 0.0 0.01
O 1.16279 0.92757 -0.47665 -0.2 -0.3 -0.2 0.03
H 3.35797 3.43429 1.18734 0.0 0.0 0.0 0.00
H 2.06276 1.13866 4.90138 0.0 0.0 0.1 0.00
H 0.70943 -0.65811 3.68745 0.1 0.0 0.0 0.00
F 5.47728 -0.83806 -3.58746 0.0 0.0 0.0 0.00
C 4.39201 -1.55414 -3.85393 -0.2 0.0 0.0 0.00
C 3.16976 -1.12968 -3.52414 0.4 -0.1 -0.1 0.00
N 2.04923 -1.89619 -3.80954 -0.1 0.2 0.0 0.00
C 0.74542 -1.39095 -3.47196 0.2 -0.3 -0.1 0.00
C 0.42717 -1.51046 -2.02223 -0.9 0.3 0.3 0.00
O 1.22329 -1.78783 -1.06583 0.6 -0.4 0.0 0.00
O -0.72249 -1.16241 -1.60566 -0.5 0.0 -0.6 0.02
C 2.12409 -3.11198 -4.47599 0.1 0.0 -0.2 0.00
O 1.13962 -3.75033 -4.76466 -0.1 -0.1 0.1 0.00
N 3.40330 -3.50787 -4.79601 -0.1 0.0 0.0 0.00
C 4.60166 -2.84038 -4.54460 0.1 0.2 0.2 0.00
O 5.66865 -3.29140 -4.85926 0.0 0.0 -0.1 0.00
H 2.99351 -0.18600 -3.02535 0.1 0.0 0.0 0.00
H -0.01742 -1.93844 -4.03382 0.1 0.0 0.1 0.00
H 0.63357 -0.32829 -3.72518 0.0 -0.1 0.0 0.00
H 3.47795 -4.39007 -5.28594 0.0 0.0 0.0 0.00
C -1.33580 2.16071 -4.97796 0.0 0.0 0.0 0.00
C -0.33175 2.53960 -4.09655 -0.1 0.0 0.0 0.00
C -0.44427 2.25130 -2.74500 0.1 0.0 0.2 0.00
C -1.56751 1.58112 -2.24746 0.0 0.1 -0.1 0.00
C -2.57170 1.21902 -3.14843 -0.1 -0.1 0.1 0.00
C -2.45811 1.50251 -4.50110 0.0 0.0 0.0 0.00
Ge -1.83237 1.06564 -0.40126 0.0 0.1 -0.2 -0.03
C -1.24192 2.28911 0.98508 0.0 0.1 0.0 -0.01
C -1.43417 2.00713 2.34139 -0.1 -0.2 0.0 -0.01
C -0.94892 2.85962 3.32044 0.0 0.1 0.0 0.00
C -0.25432 4.00590 2.95963 0.0 0.0 0.0 -0.01
C -0.06611 4.30758 1.61911 0.0 0.0 0.0 0.00
C -0.55937 3.45943 0.63812 0.0 0.0 0.0 0.00
C -3.49298 0.17101 -0.03114 -0.1 -0.1 0.1 0.00
C -3.83912 -1.03495 -0.64680 0.1 0.0 -0.1 0.00
C -5.03281 -1.66390 -0.33438 0.0 0.0 0.0 0.00
C -5.89637 -1.09488 0.59250 0.0 0.0 0.0 0.00
C -5.56588 0.10258 1.20906 0.0 -0.1 0.0 0.00
C -4.36752 0.72918 0.90374 0.0 0.1 0.0 0.00
H -1.24729 2.38893 -6.03142 0.0 0.0 0.0 0.00
H 0.53983 3.06631 -4.46092 0.0 0.0 0.0 0.00
H 0.36749 2.54237 -2.09330 0.0 0.0 0.0 0.00
H -3.46462 0.71342 -2.80085 0.0 0.0 0.0 0.00
H -3.24901 1.21521 -5.17909 0.0 0.0 0.0 0.00
H -1.97526 1.11480 2.64310 0.0 0.0 0.0 0.00
H -1.11990 2.63723 4.36531 0.0 0.0 0.0 0.00
H 0.13293 4.66782 3.72202 0.0 0.0 0.0 0.00
H 0.45865 5.20913 1.33586 0.0 0.0 0.0 0.00
H -0.41752 3.73088 -0.39846 0.0 0.0 -0.1 0.00
H -3.17528 -1.49304 -1.37210 0.0 0.0 0.0 0.00
H -5.29080 -2.59771 -0.81445 0.0 0.0 0.0 0.00
H -6.83122 -1.58418 0.82942 0.0 0.0 0.0 0.00
H -6.24232 0.54818 1.92507 0.0 0.0 0.0 0.00
H -4.12857 1.66636 1.39365 0.0 0.0 0.0 0.00
F 2.15640 -4.91585 5.52002 0.0 0.0 0.0 0.00
C 1.41122 -4.20700 4.69789 -0.1 0.1 -0.1 0.00
C 0.45024 -3.33659 5.20154 0.0 0.0 -0.2 0.00
F 0.27784 -3.21575 6.50702 0.0 0.0 0.0 0.00
C -0.31708 -2.59327 4.31751 0.0 -0.1 0.2 0.00
F -1.21811 -1.74094 4.82146 0.0 0.0 0.0 0.00
C -0.15882 -2.68321 2.94010 -0.1 0.0 0.1 0.02
Se -1.37084 -1.74305 1.77711 -0.1 -0.1 0.0 -0.03
C 0.80306 -3.56117 2.46668 0.1 -0.1 0.0 0.00
F 0.99091 -3.69414 1.15260 0.1 0.0 0.0 0.00
C 1.58679 -4.31944 3.32394 -0.1 0.0 0.0 0.00
F 2.49908 -5.14498 2.83770 0.0 0.0 0.0 0.00
```
Positions in Å, forces in eV/Å.


The lowest total energy belongs to which entry? C35H22F6GeMoN4O8Se